This record from OMol25 describes a molecular structure, C39H28BaF3N6OPS. The level of theory is ωB97M-V/def2-TZVPD.

Results
Strongest force on any atom   0.0088 hartree/bohr
E_tot   -2971.52456 a.u.
LUMO   -0.081 eV
Highest occupied orbital energy   -7.32 eV

Geometry as ORCA input:
```
! RIJCOSX wB97M-V def2-TZVPD def2/J DEFGRID3
* xyz 0 1
Ba -0.8081 -1.1731 0.6503
N -0.5944 3.6346 0.9080
C -0.4413 2.2360 0.5069
N -0.2269 1.2676 1.5334
C -0.3284 1.6095 2.8034
N -0.4750 0.7366 3.8037
N -0.7808 -0.5078 3.3446
C -0.9826 -1.3827 4.2601
C -1.3650 -2.7595 3.9198
C -1.4850 -3.7135 4.9276
C -1.7942 -5.0192 4.5944
C -1.9728 -5.3465 3.2599
C -1.8476 -4.3366 2.3193
N -1.5647 -3.0732 2.6290
C -0.2556 3.0301 3.2154
C -0.0722 3.4136 4.5404
C 0.0419 4.7498 4.8816
C -0.0334 5.7171 3.8851
C -0.2295 5.3545 2.5654
C -0.3441 4.0066 2.2252
H -0.2553 4.2928 0.2239
H 0.3608 2.1695 -0.2415
H -0.8407 -1.1166 5.3061
H -1.3208 -3.4179 5.9553
H -1.8830 -5.7728 5.3661
H -2.1959 -6.3543 2.9407
H -1.9652 -4.5591 1.2636
H -0.0171 2.6356 5.2884
H 0.1893 5.0383 5.9135
H 0.0559 6.7659 4.1388
H -0.3041 6.1094 1.7909
F 1.1515 -6.3629 0.2296
C 2.3786 -5.8413 0.4062
F 2.9495 -5.7260 -0.8017
F 3.0911 -6.7820 1.0727
C 2.3500 -4.5451 1.1698
C 3.0161 -4.4615 2.3746
C 2.9824 -3.2834 3.1098
C 2.2486 -2.2371 2.5921
N 1.6078 -2.2974 1.4259
C 1.6497 -3.4195 0.6714
S 0.7982 -3.3908 -0.8516
H 3.5596 -5.3196 2.7453
H 3.4973 -3.1884 4.0544
H 2.1530 -1.3004 3.1324
O -2.4916 0.9908 0.1623
C -1.7564 1.8667 -0.2412
C -2.0233 2.5744 -1.5375
C -2.7277 3.7699 -1.5829
C -2.9685 4.3771 -2.8065
C -2.5033 3.7948 -3.9754
C -1.7901 2.6060 -3.9270
C -1.5307 1.9850 -2.7081
P -0.5923 0.4144 -2.5450
C 1.1402 0.9877 -2.4402
C 2.0734 0.0760 -1.9464
C 3.4019 0.4493 -1.7991
C 3.8060 1.7338 -2.1324
C 2.8809 2.6464 -2.6222
C 1.5533 2.2756 -2.7787
C -0.7219 -0.2751 -4.2280
C 0.2699 -0.1340 -5.1931
C 0.0928 -0.6770 -6.4590
C -1.0748 -1.3573 -6.7695
C -2.0666 -1.5060 -5.8086
C -1.8859 -0.9754 -4.5422
H -3.0944 4.2105 -0.6649
H -3.5287 5.3022 -2.8467
H -2.6979 4.2666 -4.9298
H -1.4361 2.1520 -4.8444
H 1.7675 -0.9313 -1.6733
H 4.1158 -0.2667 -1.4130
H 4.8402 2.0276 -2.0076
H 3.1938 3.6494 -2.8833
H 0.8376 2.9947 -3.1589
H 1.1859 0.3926 -4.9563
H 0.8715 -0.5686 -7.2029
H -1.2090 -1.7804 -7.7565
H -2.9744 -2.0462 -6.0435
H -2.6547 -1.1044 -3.7882
*
```

***

This record from OMol25 describes a molecular structure, C39H28BrCdN7P2S2Se2. The level of theory is ωB97M-V/def2-TZVPD.

Results
Strongest force on any atom   0.0134 hartree/bohr
E_tot   -10910.12385 a.u.
LUMO   3.640 eV
Highest occupied orbital energy   -2.20 eV

Geometry as ORCA input:
```
! RIJCOSX wB97M-V def2-TZVPD def2/J DEFGRID3
* xyz -2 1
Cd 1.3198 -1.2858 -2.8407
S 3.2817 -0.3470 -1.4326
C 3.8449 0.9199 -2.4900
C 4.8752 1.7211 -1.8993
N 5.6946 2.3379 -1.3709
C 3.4214 1.2120 -3.7563
S 2.1590 0.4152 -4.6496
C 4.0760 2.2748 -4.4571
N 4.5993 3.1128 -5.0524
Se -2.8261 4.2305 -0.2030
P -1.6650 2.8208 0.8387
C -2.5043 2.2235 2.3462
C -1.7802 1.5768 3.3440
C -2.4155 1.1201 4.4880
C -3.7828 1.3014 4.6364
C -4.5108 1.9419 3.6424
C -3.8730 2.4078 2.5007
C -0.1308 3.6216 1.3973
C 0.0301 4.1852 2.6578
C 1.1547 4.9520 2.9306
C 2.1114 5.1638 1.9489
C 1.9574 4.5948 0.6915
C 0.8394 3.8256 0.4163
C -1.1658 1.3968 -0.1450
C -0.5915 0.1166 -0.0001
N -0.3671 -0.3382 -1.2449
N -0.7743 0.5855 -2.1027
N -1.2630 1.6250 -1.4740
P -0.1750 -1.0122 1.3314
Se 0.7257 -2.8120 0.7168
C 0.8657 -0.0894 2.5046
C 2.0274 0.4450 1.9520
C 2.9473 1.0972 2.7560
C 2.7036 1.2334 4.1158
C 1.5437 0.7096 4.6682
C 0.6267 0.0408 3.8696
C -1.7531 -1.4038 2.1540
C -2.9662 -1.0631 1.5663
C -4.1589 -1.4701 2.1477
C -4.1461 -2.2139 3.3173
C -2.9346 -2.5795 3.8928
C -1.7417 -2.1911 3.3056
H -0.7130 1.4433 3.2231
H -1.8461 0.6100 5.2559
H -4.2818 0.9439 5.5296
H -5.5787 2.0824 3.7575
H -4.4198 2.9241 1.7213
H -0.7238 4.0409 3.4210
H 1.2816 5.3867 3.9151
H 2.9837 5.7692 2.1646
H 2.7105 4.7407 -0.0724
H 0.7081 3.3855 -0.5666
H 2.2297 0.3298 0.8909
H 3.8499 1.4956 2.3087
H 3.4174 1.7509 4.7456
H 1.3489 0.8237 5.7285
H -0.2643 -0.3775 4.3191
H -2.9769 -0.4810 0.6532
H -5.1004 -1.2054 1.6823
H -5.0785 -2.5233 3.7743
H -2.9219 -3.1890 4.7887
H -0.7947 -2.5280 3.7081
N -0.5035 -1.1305 -5.8684
C -0.5118 -2.3215 -6.5441
C -1.3596 -3.1299 -5.8429
N -1.8542 -2.4673 -4.7473
C -1.3100 -1.2721 -4.7848
H 0.0853 -0.3359 -6.0628
H 0.0695 -2.4862 -7.4348
H -1.6259 -4.1545 -6.0479
H -1.4928 -0.4717 -4.0842
Br 2.1421 -7.6718 -5.3339
C 1.9017 -5.9000 -4.6236
C 1.1499 -5.7304 -3.4773
C 0.9901 -4.4417 -2.9744
C 1.5421 -3.3175 -3.5968
C 2.2861 -3.5522 -4.7542
C 2.4816 -4.8292 -5.2754
H 0.6907 -6.5801 -2.9881
H 0.4053 -4.3260 -2.0678
H 2.7368 -2.7193 -5.2863
H 3.0676 -4.9880 -6.1717
*
```

***

This record from OMol25 describes a molecular structure, C39H28ClMnN10O2P. The level of theory is ωB97M-V/def2-TZVPD.

Results
Strongest force on any atom   0.0203 hartree/bohr
E_tot   -4153.61660 a.u.
LUMO (alpha / beta)   -1.116 / -1.115 eV
Highest occupied orbital energy (alpha / beta)   -8.42 / -8.26 eV

Geometry as ORCA input:
```
! RIJCOSX wB97M-V def2-TZVPD def2/J DEFGRID3
* xyz 0 2
Mn 1.3527 -0.2354 0.2063
C -1.4491 1.8011 -3.1129
C -0.3028 1.3896 -2.4501
N -0.3508 0.5259 -1.4403
C -1.5515 0.0349 -1.1251
C -2.6994 0.4841 -1.7766
N -2.6555 1.3678 -2.7637
C -1.5998 -0.9765 -0.0454
C -2.6617 -1.8573 0.1030
C -2.6209 -2.8096 1.1144
C -1.5352 -2.7885 1.9774
C -0.5106 -1.8867 1.7622
N -0.5272 -1.0199 0.7416
C 0.6984 -1.8407 2.6116
C 0.9368 -2.7332 3.6513
N 2.0454 -2.6856 4.3804
C 2.9342 -1.7600 4.0489
C 2.7234 -0.8775 2.9989
N 1.5984 -0.9019 2.2943
C -3.6614 -3.8465 1.2552
C -4.9915 -3.5982 0.9368
C -5.9151 -4.6198 1.0878
N -5.6009 -5.8397 1.5172
C -4.3231 -6.0695 1.8111
C -3.3195 -5.1172 1.7028
H -1.3876 2.5024 -3.9356
H 0.6692 1.7653 -2.7399
H -3.6806 0.1371 -1.4788
H -3.4735 -1.8526 -0.6106
H -1.4729 -3.5044 2.7820
H 0.2420 -3.5279 3.8818
H 3.8531 -1.7190 4.6200
H 3.4911 -0.1705 2.7183
H -5.3224 -2.6219 0.6040
H -6.9599 -4.4468 0.8550
H -4.0810 -7.0702 2.1498
H -2.2875 -5.3838 1.9165
O 5.0271 1.2937 1.0280
C 3.8319 1.1974 0.8360
O 3.2592 0.3156 0.0757
C 2.8826 2.1831 1.5720
P 1.2814 2.0835 0.7169
C 1.5813 3.2234 -0.6871
C 2.4315 2.8003 -1.7134
C 2.7076 3.6350 -2.7846
C 2.1361 4.8989 -2.8519
C 1.2962 5.3279 -1.8360
C 1.0245 4.4982 -0.7554
C 0.0226 2.9308 1.7098
C -1.2860 2.9605 1.2244
C -2.2975 3.5549 1.9603
C -2.0157 4.1146 3.2009
C -0.7212 4.0826 3.6945
C 0.2954 3.4961 2.9511
H 3.3228 3.1789 1.5747
H 2.7828 1.8502 2.6072
H 2.8774 1.8135 -1.6692
H 3.3711 3.2953 -3.5694
H 2.3495 5.5482 -3.6911
H 0.8532 6.3147 -1.8777
H 0.3696 4.8498 0.0306
H -1.5125 2.5261 0.2554
H -3.3063 3.5792 1.5686
H -2.8058 4.5744 3.7800
H -0.4967 4.5196 4.6588
H 1.3043 3.4896 3.3430
Cl -0.4989 -0.7114 -6.5505
C 0.7410 -0.6688 -5.3398
C 1.9873 -0.1359 -5.6223
C 2.9300 -0.1210 -4.6076
C 2.5834 -0.6295 -3.3621
N 1.3786 -1.1257 -3.0964
C 0.4771 -1.1561 -4.0692
H 2.2061 0.2508 -6.6084
H 3.9212 0.2768 -4.7780
H 3.2917 -0.6341 -2.5391
H -0.5010 -1.5649 -3.8349
N 1.7678 -2.1727 -0.1818
C 1.7411 -3.3068 0.0690
N 1.6606 -4.5627 0.3617
C 0.5563 -4.9053 0.9973
N -0.4124 -5.2160 1.5603
*
```

***

This record from OMol25 describes a molecular structure, C39H28F5N3OP2PtS3. The level of theory is ωB97M-V/def2-TZVPD.

Results
Strongest force on any atom   0.0427 hartree/bohr
E_tot   -4238.31716 a.u.
LUMO (alpha / beta)   -2.461 / -2.448 eV
Highest occupied orbital energy (alpha / beta)   -7.82 / -7.85 eV

Geometry as ORCA input:
```
! RIJCOSX wB97M-V def2-TZVPD def2/J DEFGRID3
* xyz 0 1
Pt 0.0892 -1.0749 -0.4783
C -2.1582 2.0301 0.2462
N -0.9791 1.6981 1.0645
P 0.3072 1.1569 0.0927
C 0.6304 2.6325 -0.9281
C 1.3431 2.4904 -2.1115
C 1.7899 3.6137 -2.7875
C 1.5141 4.8790 -2.2947
C 0.7772 5.0219 -1.1298
C 0.3489 3.9051 -0.4390
C 1.8156 1.3007 1.1061
C 2.7951 0.3480 0.8552
C 4.0188 0.4052 1.4914
C 4.2740 1.4378 2.3784
C 3.3039 2.3960 2.6301
C 2.0779 2.3353 1.9924
P -1.5623 0.5390 2.2859
C -2.3581 1.7951 3.3524
C -3.4251 1.3818 4.1405
C -4.0908 2.2894 4.9424
C -3.6953 3.6154 4.9574
C -2.6268 4.0332 4.1803
C -1.9579 3.1266 3.3820
C -0.0255 0.2231 3.2265
C 0.3738 0.9221 4.3588
C 1.5281 0.5508 5.0253
C 2.2901 -0.5152 4.5748
C 1.8812 -1.2322 3.4627
C 0.7210 -0.8735 2.8063
H -1.8771 2.6749 -0.5856
H -2.8801 2.5533 0.8755
H -2.6377 1.1324 -0.1563
H 1.5521 1.4969 -2.4905
H 2.3639 3.5056 -3.6951
H 1.8748 5.7552 -2.8127
H 0.5459 6.0078 -0.7515
H -0.2021 4.0196 0.4812
H 2.5706 -0.4539 0.1573
H 4.7671 -0.3514 1.3072
H 5.2351 1.5021 2.8673
H 3.5065 3.1954 3.3263
H 1.3275 3.0839 2.1894
H -3.7225 0.3432 4.1141
H -4.9247 1.9681 5.5463
H -4.2176 4.3284 5.5745
H -2.3196 5.0688 4.1908
H -1.1207 3.4404 2.7774
H -0.2094 1.7541 4.7246
H 1.8239 1.0942 5.9097
H 3.1867 -0.7996 5.1070
H 2.4532 -2.0719 3.1066
H 0.3726 -1.4508 1.9530
S -3.7468 -6.1484 -3.1814
C -3.3033 -4.6430 -2.6924
S -2.8620 -4.3512 -1.0191
C -2.5672 -2.6552 -1.4534
N -2.7838 -2.4114 -2.6954
N -3.1780 -3.4841 -3.3992
C -3.3946 -3.2819 -4.7809
C -4.0975 -4.1848 -5.5710
C -4.2500 -3.9431 -6.9243
C -3.7352 -2.7951 -7.4988
C -3.0616 -1.8807 -6.7061
C -2.8852 -2.1181 -5.3572
S -2.2380 -1.5159 -0.2331
H -4.5269 -5.0748 -5.1420
H -4.7806 -4.6619 -7.5281
H -3.8646 -2.6115 -8.5551
H -2.6644 -0.9785 -7.1447
H -2.3566 -1.4105 -4.7403
F 6.1189 -3.8815 -2.0321
C 4.9114 -3.6150 -1.5097
C 4.6250 -3.9476 -0.1877
F 5.5835 -4.4970 0.5727
C 3.3772 -3.6959 0.3521
F 3.1436 -4.0193 1.6377
C 2.3317 -3.1004 -0.4027
O 1.1651 -2.8870 0.0708
C 2.6937 -2.7406 -1.7255
F 1.7499 -2.0499 -2.4273
C 3.9311 -2.9948 -2.2799
F 4.1963 -2.6493 -3.5459
*
```

***

This record from OMol25 describes a molecular structure, C39H29BrF4N12O3SiSr. The level of theory is ωB97M-V/def2-TZVPD.

Results
Strongest force on any atom   0.0124 hartree/bohr
E_tot   -5680.07942 a.u.
LUMO   3.164 eV
Highest occupied orbital energy   -1.81 eV

Geometry as ORCA input:
```
! RIJCOSX wB97M-V def2-TZVPD def2/J DEFGRID3
* xyz -2 1
Sr 0.1139 0.1387 -1.1955
Br -7.0743 3.7282 -0.7786
C -5.5038 2.6841 -1.0543
C -5.2248 2.1832 -2.3345
C -4.1048 1.4283 -2.5460
C -3.1803 1.1336 -1.4979
O -2.1604 0.4036 -1.6975
C -3.4857 1.6717 -0.2082
C -2.6319 1.4914 0.9376
N -1.4338 1.0261 0.9612
C -0.7675 1.0503 2.2013
C -0.8613 2.1264 3.0888
C -0.1128 2.1436 4.2539
C 0.7427 1.0899 4.5420
C 0.8644 0.0163 3.6653
C 1.7912 -1.0872 3.9436
C 2.0089 -2.0634 3.0718
C 1.3075 -2.1108 1.7636
N 0.2811 -1.0328 1.5295
C 0.1128 0.0059 2.4868
C -4.6575 2.4251 -0.0125
H -5.8983 2.4017 -3.1537
H -3.8700 1.0454 -3.5308
H -3.0870 1.8166 1.8816
H -1.4847 2.9717 2.8264
H -0.1856 2.9868 4.9294
H 1.3311 1.0935 5.4521
H 2.2925 -1.0854 4.9045
H 2.6729 -2.8902 3.2915
H 1.9922 -2.2009 0.9160
H -4.8753 2.8136 0.9761
N 1.8378 1.9937 1.1548
N 2.9572 2.5856 0.5647
C 3.3779 2.0698 -0.6170
N 4.2996 2.7770 -1.2761
N 2.8197 0.9292 -1.0030
N 3.1565 0.4439 -2.2265
O 4.2295 0.6708 -2.7739
O 2.2883 -0.2564 -2.7315
H 0.9904 2.4087 0.7533
H 1.8817 2.0975 2.1601
H 3.0137 3.5960 0.6086
H 4.5653 3.6862 -0.9460
H 4.6978 2.3853 -2.1132
C 1.5134 4.9527 -1.6594
Si 0.1440 3.6062 -1.3497
C -0.9563 4.5906 -0.1105
C -0.8324 3.7817 -2.9927
C -0.2536 3.3301 -4.1861
C -0.9153 3.4040 -5.4024
C -2.2017 3.9285 -5.4615
C -2.8046 4.3727 -4.2946
C -2.1270 4.2994 -3.0825
H 1.0721 5.9004 -1.9863
H 2.2330 4.6367 -2.4206
H 2.0792 5.1652 -0.7407
H -1.1643 5.6111 -0.4536
H -0.4550 4.6645 0.8622
H -1.9139 4.0912 0.0620
H 0.7444 2.8972 -4.1610
H -0.4347 3.0405 -6.3037
H -2.7302 3.9778 -6.4062
H -3.8143 4.7676 -4.3216
H -2.6309 4.6448 -2.1857
N 0.2345 -3.1216 1.7022
C -0.6052 -2.1731 1.5501
C -2.0666 -2.1863 1.3399
H -2.4087 -3.2173 1.4049
H -2.2948 -1.7838 0.3504
H -2.5757 -1.5738 2.0866
F -0.9878 -5.4795 0.0765
C 0.2602 -5.8578 0.4162
C 0.4178 -6.5688 1.5870
F -0.6946 -6.8554 2.2924
C 1.6618 -7.0075 2.0529
C 2.7278 -6.6692 1.2097
C 2.5625 -5.9580 0.0382
F 3.6674 -5.6470 -0.6686
C 1.3230 -5.5129 -0.4078
C 1.1607 -4.6811 -1.6210
C 0.5653 -3.4428 -1.5270
N 0.0826 -2.3828 -1.4171
C 1.6500 -5.0965 -2.8756
N 2.0478 -5.4392 -3.9086
F 3.9875 -6.9941 1.5669
C 1.8358 -7.7365 3.3001
C 0.9392 -7.5942 4.3777
N 0.2307 -7.4978 5.2911
C 2.9138 -8.6202 3.5041
N 3.7861 -9.3578 3.7059
*
```